{
  "formula": "C36H52N9O2SScSi",
  "method": "ωB97M-V/def2-TZVPD",
  "gap_ha": 0.313,
  "e_homo_ha": -0.4853,
  "charge": 2,
  "de_lowest_ev": 0.3965,
  "lumo_ha": -0.1721,
  "e_tot_ha": -3494.4011,
  "species": ["Sc", "C", "C", "N", "C", "C", "C", "C", "C", "C", "C", "N", "C", "C", "N", "N", "H", "H", "H", "H", "H", "H", "H", "H", "H", "H", "H", "H", "H", "H", "H", "H", "H", "H", "O", "C", "O", "C", "N", "C", "C", "C", "H", "H", "H", "H", "H", "H", "H", "H", "H", "C", "Si", "C", "C", "C", "C", "H", "H", "H", "H", "H", "H", "H", "H", "H", "S", "C", "C", "C", "N", "C", "C", "C", "C", "C", "N", "C", "C", "H", "H", "H", "H", "H", "H", "H", "H", "C", "C", "C", "C", "N", "N", "C", "H", "H", "H", "H", "H", "H", "H", "H"],
  "xyz": [[1.084, 0.888, 0.243], [2.932, 2.634, 2.315], [2.601, 3.719, 1.319], [1.339, 3.378, 0.636], [1.180, 4.116, -0.617], [2.136, 3.544, -1.626], [2.755, 4.319, -2.589], [3.681, 3.720, -3.431], [3.959, 2.374, -3.271], [3.279, 1.667, -2.294], [3.487, 0.192, -2.098], [3.132, -0.237, -0.744], [4.258, -0.177, 0.206], [4.305, 1.146, 0.926], [3.019, 1.335, 1.616], [2.376, 2.233, -1.495], [2.138, 2.559, 3.053], [3.864, 2.869, 2.834], [3.383, 3.798, 0.564], [2.541, 4.685, 1.827], [0.575, 3.622, 1.252], [1.355, 5.189, -0.502], [0.155, 3.984, -0.966], [2.527, 5.375, -2.665], [4.193, 4.302, -4.188], [4.692, 1.876, -3.892], [4.517, -0.073, -2.352], [2.841, -0.331, -2.807], [2.835, -1.209, -0.764], [5.208, -0.358, -0.303], [4.110, -0.977, 0.933], [4.463, 1.965, 0.225], [5.138, 1.152, 1.634], [2.971, 0.612, 2.333], [-1.054, 1.971, 0.669], [-0.915, 1.765, 1.915], [0.183, 1.547, 2.449], [-2.205, 1.755, 2.717], [-3.292, 1.324, 1.755], [-4.491, 2.175, 2.026], [-3.863, 3.525, 2.331], [-2.641, 3.159, 3.194], [-2.119, 1.039, 3.529], [-3.463, 0.317, 1.784], [-2.865, 1.546, 0.841], [-5.001, 1.775, 2.901], [-5.165, 2.154, 1.174], [-4.557, 4.171, 2.863], [-3.565, 4.030, 1.411], [-2.923, 3.123, 4.244], [-1.829, 3.877, 3.093], [-3.830, -2.043, 2.267], [-2.038, -2.585, 2.369], [-1.810, -4.326, 1.802], [-1.411, -2.351, 4.101], [-1.060, -1.450, 1.302], [-0.261, -0.739, 0.704], [-4.508, -2.872, 2.486], [-4.082, -1.691, 1.261], [-4.063, -1.267, 3.008], [-2.194, -5.031, 2.544], [-0.745, -4.530, 1.659], [-2.322, -4.518, 0.856], [-2.104, -2.771, 4.836], [-1.254, -1.296, 4.342], [-0.451, -2.859, 4.227], [-2.657, 0.168, -5.608], [-1.634, 0.432, -4.172], [-1.801, 1.558, -3.376], [-1.030, 1.697, -2.236], [-0.105, 0.806, -1.873], [0.066, -0.265, -2.654], [-0.667, -0.494, -3.801], [-3.823, -0.941, -4.830], [-3.627, -2.313, -4.863], [-4.531, -3.119, -4.183], [-5.577, -2.646, -3.507], [-5.775, -1.328, -3.525], [-4.931, -0.434, -4.169], [-2.533, 2.310, -3.638], [-1.180, 2.535, -1.571], [0.812, -0.981, -2.331], [-0.490, -1.378, -4.398], [-2.799, -2.746, -5.409], [-4.407, -4.196, -4.181], [-6.652, -0.969, -2.998], [-5.139, 0.628, -4.165], [2.612, -6.074, -0.476], [2.461, -4.809, 0.301], [2.728, -4.503, 1.612], [2.457, -3.123, 1.742], [2.062, -2.599, 0.593], [2.082, -3.644, -0.276], [2.545, -2.272, 2.971], [2.580, -6.932, 0.191], [3.571, -6.093, -0.995], [1.821, -6.188, -1.219], [3.056, -5.184, 2.382], [1.693, -3.538, -1.196], [2.171, -2.814, 3.840], [1.934, -1.375, 2.849], [3.577, -1.989, 3.196]],
  "atomic_forces_ev_per_a": [[0.351, 1.791, -0.332], [0.025, 0.013, 0.005], [-0.070, -0.057, -0.042], [0.046, 0.039, -0.035], [-0.006, -0.036, -0.008], [0.006, -0.023, -0.022], [0.018, 0.011, -0.040], [-0.042, 0.016, -0.010], [0.043, 0.042, -0.078], [-0.064, -0.081, -0.013], [-0.086, -0.002, -0.038], [-0.398, -0.087, -0.035], [0.024, -0.059, -0.021], [-0.011, 0.015, -0.027], [-0.206, -0.203, 0.197], [0.004, 0.073, 0.216], [0.028, 0.007, 0.055], [0.041, -0.032, -0.006], [0.029, 0.040, 0.007], [-0.006, 0.056, -0.038], [-0.083, -0.076, 0.002], [0.006, 0.042, -0.002], [-0.028, 0.053, 0.029], [0.033, -0.024, 0.016], [-0.014, -0.017, 0.023], [-0.008, 0.013, 0.025], [0.018, -0.039, 0.006], [0.054, -0.015, -0.031], [-0.061, -0.068, 0.157], [0.012, -0.063, 0.001], [0.011, -0.032, -0.032], [-0.028, 0.021, 0.005], [0.020, 0.032, 0.026], [-0.055, -0.013, 0.009], [0.321, 0.046, 0.005], [-0.105, -0.217, -0.458], [0.109, -0.128, -0.117], [-0.018, -0.004, 0.101], [0.153, 0.110, 0.228], [-0.005, 0.112, 0.029], [0.074, -0.055, 0.116], [-0.138, -0.028, -0.055], [-0.058, -0.066, -0.021], [0.004, -0.048, 0.051], [-0.056, -0.095, -0.145], [0.001, -0.095, -0.018], [0.019, -0.018, -0.032], [0.001, 0.038, -0.040], [0.002, -0.031, -0.018], [0.049, -0.026, 0.014], [-0.018, 0.025, 0.027], [-0.227, 0.032, 0.005], [0.078, 0.192, -0.049], [0.022, -0.267, -0.146], [0.087, -0.049, 0.259], [0.135, 0.105, -0.165], [-0.209, -0.388, 0.242], [0.022, 0.046, 0.007], [-0.039, -0.038, 0.029], [0.008, -0.006, -0.046], [-0.002, 0.006, -0.034], [-0.034, -0.012, 0.023], [0.025, 0.002, 0.029], [0.044, 0.018, -0.022], [-0.033, -0.033, -0.003], [-0.033, 0.036, 0.001], [0.034, 0.065, -0.103], [-0.065, -0.015, 0.043], [0.014, 0.015, -0.022], [0.008, -0.028, -0.126], [0.149, -0.107, 0.358], [-0.006, -0.032, 0.026], [0.055, -0.004, -0.046], [0.000, -0.035, 0.056], [-0.005, 0.005, -0.013], [-0.107, 0.024, 0.084], [0.080, 0.100, -0.111], [0.007, -0.143, 0.028], [0.004, 0.003, -0.006], [-0.006, -0.022, 0.023], [0.003, 0.001, -0.025], [-0.074, -0.031, 0.036], [-0.021, 0.007, 0.027], [-0.012, 0.006, 0.028], [-0.001, 0.015, -0.002], [0.011, -0.003, -0.011], [0.007, -0.021, 0.015], [-0.061, 0.039, 0.062], [0.122, 0.032, -0.142], [-0.109, 0.048, 0.135], [-0.003, 0.063, 0.191], [0.159, -0.412, -0.250], [0.056, -0.035, 0.107], [0.072, -0.059, -0.052], [-0.025, 0.008, -0.008], [-0.004, 0.004, -0.010], [-0.007, -0.007, 0.022], [0.001, 0.029, -0.039], [-0.015, -0.006, -0.017], [0.005, 0.025, -0.008], [-0.031, -0.029, -0.001], [-0.019, 0.002, -0.013]]
}


{
  "formula": "C4H10N2",
  "method": "ωB97M-V/def2-TZVPD",
  "gap_ha": 0.280,
  "e_homo_ha": -0.2484,
  "de_lowest_ev": 6.3909,
  "lumo_ha": 0.0315,
  "e_tot_ha": -267.6905,
  "species": ["C", "C", "N", "C", "N", "C", "H", "H", "H", "H", "H", "H", "H", "H", "H", "H"],
  "xyz": [[0.673, 2.141, 0.476], [-1.615, -0.492, 0.504], [0.867, 0.726, 0.754], [-0.171, -0.434, 0.277], [-0.148, -1.999, -1.538], [0.880, -0.614, -0.419], [1.504, 0.503, 1.513], [0.027, -2.936, -1.171], [0.278, -2.022, -2.467], [1.841, -0.899, -0.798], [-0.114, 2.272, -0.270], [1.580, 2.617, 0.092], [0.368, 2.698, 1.366], [-1.844, -1.142, 1.353], [-2.075, -0.906, -0.397], [-2.051, 0.487, 0.723]],
  "atomic_forces_ev_per_a": [[-0.164, -0.044, 0.002], [-0.385, -0.356, 0.185], [-0.504, -0.068, 1.250], [2.318, 3.667, 0.848], [0.824, 0.135, 0.016], [-2.106, -3.739, -2.655], [-0.620, 0.166, 0.167], [0.061, 0.023, -0.013], [-0.059, 0.003, 0.059], [0.085, 0.623, 0.133], [0.075, -0.146, -0.018], [0.028, -0.176, -0.032], [-0.065, -0.061, 0.024], [-0.022, -0.012, -0.073], [0.215, -0.038, 0.153], [0.317, 0.023, -0.044]]
}


{
  "formula": "C2H8N5OS",
  "method": "ωB97M-V/def2-TZVPD",
  "gap_ha": 0.375,
  "e_homo_ha": -0.5021,
  "charge": 1,
  "de_lowest_ev": 0.8268,
  "lumo_ha": -0.1272,
  "e_tot_ha": -827.9444,
  "smiles": "NC(=O)N(S)[NH+]=C(N)N",
  "species": ["C", "C", "N", "N", "N", "N", "N", "O", "S", "H", "H", "H", "H", "H", "H", "H", "H"],
  "xyz": [[-1.521, 0.496, 0.072], [1.145, -1.050, 0.022], [-2.622, 0.719, 0.762], [-1.446, 0.046, -1.194], [2.357, -1.581, 0.137], [1.022, 0.379, -0.207], [-0.331, 0.778, 0.656], [0.132, -1.716, 0.103], [2.441, 1.354, -0.150], [-3.479, 0.771, 0.360], [-2.541, 0.808, 1.780], [-2.218, -0.201, -1.737], [-0.582, -0.290, -1.473], [3.312, -1.156, 0.077], [2.497, -2.560, 0.298], [-0.259, 0.927, 1.711], [2.090, 2.277, -1.216]],
  "atomic_forces_ev_per_a": [[2.254, -0.484, -1.322], [-0.573, -0.652, 0.393], [2.515, -0.088, 2.253], [-1.417, 1.824, 2.145], [3.316, 0.449, -0.078], [-2.220, 0.203, 1.790], [2.407, 0.094, 0.015], [0.385, 0.208, 0.029], [-1.582, 1.334, -0.961], [-2.898, -0.040, -1.326], [-0.275, 0.146, -0.867], [-1.416, -0.334, -0.561], [1.673, -0.536, -0.665], [-1.883, 0.275, -0.091], [-0.938, -0.460, -0.059], [0.204, -0.404, -2.160], [0.448, -1.534, 1.465]]
}


{
  "formula": "C34H61BrFIN3OPS3Si2",
  "method": "ωB97M-V/def2-TZVPD",
  "gap_ha": 0.281,
  "e_homo_ha": -0.2878,
  "lumo_ha": -0.0063,
  "e_tot_ha": -6658.2226,
  "species": ["C", "C", "F", "C", "Si", "Br", "O", "Si", "C", "C", "C", "S", "C", "S", "N", "C", "C", "C", "C", "C", "C", "C", "C", "C", "C", "C", "C", "C", "C", "C", "I", "P", "S", "H", "H", "H", "H", "H", "H", "H", "H", "H", "H", "H", "H", "H", "H", "H", "H", "H", "H", "H", "H", "H", "H", "H", "H", "H", "H", "H", "H", "H", "H", "H", "C", "C", "N", "C", "C", "C", "C", "H", "H", "H", "H", "H", "H", "H", "H", "H", "H", "H", "H", "H", "H", "H", "C", "C", "N", "C", "C", "C", "C", "H", "H", "H", "H", "H", "H", "H", "H", "H", "H", "H", "H", "H", "H", "H"],
  "xyz": [[-4.409, -2.374, 3.819], [-3.231, -2.871, 2.984], [-3.516, -4.128, 2.470], [-1.904, -2.919, 3.740], [-0.710, -1.624, 3.119], [-1.675, 0.343, 3.539], [0.706, -1.789, 3.924], [2.118, -1.045, 3.356], [2.044, 0.810, 3.366], [3.357, 1.436, 2.828], [3.038, 2.252, 1.584], [4.435, 3.278, 1.087], [4.691, 3.099, -0.630], [6.049, 3.735, -1.234], [3.766, 2.474, -1.546], [3.714, 1.049, -1.507], [2.857, 0.385, -2.385], [2.800, -1.000, -2.431], [3.616, -1.775, -1.610], [4.479, -1.121, -0.741], [4.535, 0.272, -0.690], [2.493, 3.176, -1.565], [2.516, 4.454, -2.126], [1.371, 5.236, -2.170], [0.173, 4.747, -1.667], [0.145, 3.458, -1.140], [1.291, 2.674, -1.085], [3.566, -1.868, 4.247], [4.094, -1.264, 5.556], [5.171, -0.186, 5.356], [2.532, -0.603, 6.866], [-0.457, -1.890, 0.883], [-0.297, -0.120, 0.028], [-5.203, -3.111, 3.775], [-4.122, -2.188, 4.847], [-4.802, -1.450, 3.405], [-3.155, -2.203, 2.123], [-1.451, -3.889, 3.530], [-2.054, -2.817, 4.810], [2.237, -1.428, 1.925], [1.747, 1.253, 4.310], [1.258, 1.075, 2.655], [4.071, 0.658, 2.565], [3.769, 2.086, 3.594], [2.714, 1.569, 0.812], [2.197, 2.907, 1.799], [2.214, 0.939, -3.050], [2.120, -1.504, -3.097], [3.608, -2.852, -1.634], [5.142, -1.683, -0.103], [5.247, 0.717, -0.012], [3.448, 4.834, -2.514], [1.407, 6.224, -2.599], [-0.721, 5.346, -1.682], [-0.776, 3.056, -0.751], [1.225, 1.676, -0.687], [4.375, -2.006, 3.533], [3.208, -2.870, 4.489], [4.574, -2.069, 6.096], [4.796, 0.818, 5.501], [6.034, -0.382, 5.981], [5.512, -0.252, 4.326], [0.684, -2.690, 0.674], [-1.572, -2.570, 0.364], [-8.943, -3.192, 1.085], [-8.337, -2.239, 2.105], [-8.591, -0.844, 1.806], [-7.770, 0.071, 2.578], [-7.950, 0.099, 4.101], [-9.988, -0.478, 1.656], [-10.938, -0.765, 2.826], [-8.627, -2.931, 0.075], [-8.612, -4.211, 1.292], [-10.033, -3.192, 1.119], [-7.254, -2.390, 2.100], [-8.686, -2.524, 3.110], [-7.914, 1.080, 2.183], [-6.724, -0.175, 2.365], [-8.879, 0.587, 4.393], [-7.134, 0.666, 4.555], [-7.933, -0.901, 4.535], [-10.377, -0.991, 0.772], [-10.037, 0.584, 1.405], [-10.811, -1.775, 3.220], [-11.972, -0.677, 2.486], [-10.809, -0.059, 3.645], [3.817, 0.191, -9.022], [4.247, 1.031, -7.828], [3.424, 0.813, -6.655], [3.618, 1.809, -5.615], [4.991, 1.897, -4.943], [3.326, -0.562, -6.200], [4.624, -1.303, -5.853], [2.757, 0.334, -9.235], [4.385, 0.488, -9.905], [3.998, -0.873, -8.862], [4.155, 2.085, -8.104], [5.317, 0.853, -7.634], [2.856, 1.654, -4.846], [3.389, 2.787, -6.052], [5.168, 1.061, -4.267], [5.043, 2.806, -4.339], [5.806, 1.938, -5.667], [2.805, -1.136, -6.972], [2.658, -0.587, -5.335], [5.389, -1.172, -6.620], [4.422, -2.373, -5.774], [5.037, -0.983, -4.898]],
  "atomic_forces_ev_per_a": [[0.097, 0.020, -0.219], [-0.122, 0.771, 0.341], [-0.031, -0.390, -0.130], [0.089, 0.057, -0.536], [-0.669, -0.645, 1.332], [0.231, -0.223, -0.265], [0.105, 0.650, -0.911], [0.424, -0.253, 0.309], [0.019, 0.110, -0.249], [-0.534, -0.004, 0.047], [-0.284, -0.037, 0.164], [0.033, -0.103, -0.187], [0.173, -0.075, -0.680], [0.329, 0.134, 0.021], [-0.882, -0.444, 1.495], [0.173, -0.154, -0.261], [-0.187, -0.367, -0.143], [0.303, -0.142, 0.383], [0.166, 0.507, 0.245], [-0.121, 0.283, -0.262], [0.044, -0.221, -0.025], [0.199, 0.570, -0.540], [-0.039, -0.022, 0.107], [-0.061, -0.143, 0.115], [0.302, -0.490, 0.125], [0.081, 0.204, -0.055], [-0.008, 0.136, -0.103], [-0.781, 0.265, 0.395], [0.874, -0.152, -0.440], [-0.421, -0.205, -0.430], [-0.045, -0.055, 0.095], [0.178, 1.407, -0.646], [0.002, -0.221, 0.078], [-0.117, -0.149, 0.112], [-0.073, -0.055, 0.196], [-0.061, 0.150, 0.015], [0.029, -0.116, -0.291], [0.116, -0.122, 0.132], [0.108, -0.096, 0.189], [0.012, -0.050, -0.006], [-0.003, -0.068, 0.226], [-0.266, -0.104, -0.008], [0.389, 0.072, 0.033], [0.352, -0.092, 0.099], [0.124, -0.017, -0.334], [-0.084, 0.159, -0.037], [-0.050, 0.171, 0.064], [-0.166, 0.105, -0.212], [-0.135, -0.152, -0.116], [0.079, -0.119, 0.101], [0.036, 0.219, 0.048], [0.111, 0.011, -0.058], [0.082, 0.131, -0.071], [-0.148, 0.110, -0.047], [-0.138, -0.092, 0.043], [0.061, -0.070, 0.031], [0.261, 0.080, -0.011], [-0.160, -0.156, -0.146], [-0.170, -0.145, 0.313], [0.058, 0.191, 0.148], [0.015, 0.190, 0.317], [0.153, 0.069, -0.155], [-0.302, -0.383, 0.079], [0.197, -0.509, 0.221], [-0.040, -0.024, 0.024], [-0.046, -0.152, -0.007], [0.087, 0.116, -0.005], [0.174, 0.073, 0.028], [0.022, 0.082, 0.003], [-0.210, -0.056, -0.112], [-0.051, 0.094, -0.017], [-0.015, 0.040, 0.001], [0.000, -0.001, 0.010], [0.001, 0.005, -0.016], [0.025, 0.117, 0.054], [0.023, -0.051, -0.003], [-0.087, -0.017, -0.023], [-0.024, -0.075, -0.024], [-0.035, -0.055, 0.008], [0.007, -0.004, -0.014], [-0.013, -0.014, -0.013], [0.046, -0.051, 0.020], [0.098, 0.026, 0.058], [0.019, -0.009, -0.012], [0.006, -0.004, -0.011], [0.049, -0.052, 0.047], [0.042, -0.015, -0.019], [0.042, -0.081, -0.102], [-0.110, 0.053, 0.101], [0.005, 0.232, 0.064], [-0.052, 0.043, 0.116], [-0.047, -0.228, -0.099], [-0.048, -0.044, 0.106], [-0.015, -0.012, 0.038], [0.009, -0.001, 0.003], [-0.015, -0.002, -0.001], [0.005, 0.037, 0.107], [0.015, 0.016, -0.034], [0.050, -0.039, -0.123], [0.021, -0.036, -0.090], [0.033, -0.027, -0.018], [0.004, -0.016, 0.024], [-0.022, -0.021, -0.035], [0.033, 0.039, -0.046], [0.044, 0.119, 0.016], [-0.012, 0.020, -0.021], [-0.011, -0.004, -0.008], [0.043, 0.050, -0.022]]
}